An isolated molecule of C20H20N2O6S at a distorted geometry, computed with ωB97M-V/def2-TZVPD.

Geometry (Å):
C (1.826, -2.152, 1.359)
H (1.821, -2.371, 0.286)
O (1.061, -1.008, 1.651)
C (-0.260, -1.015, 1.321)
C (-0.962, 0.156, 1.569)
C (-2.309, 0.297, 1.239)
C (-3.001, -0.809, 0.698)
C (-2.289, -1.978, 0.456)
C (-0.940, -2.082, 0.744)
H (-0.436, -3.005, 0.507)
H (-2.783, -2.827, 0.012)
O (-4.327, -0.674, 0.453)
C (-4.986, -1.656, -0.319)
H (-5.042, -2.611, 0.210)
H (-4.491, -1.782, -1.286)
H (-5.991, -1.268, -0.476)
C (-2.854, 1.662, 1.391)
O (-2.261, 2.514, 2.016)
C (-4.182, 2.037, 0.760)
H (-4.975, 1.442, 1.213)
H (-4.353, 3.098, 0.950)
S (-4.405, 1.812, -1.059)
C (-2.950, 1.025, -1.555)
N (-2.864, -0.022, -2.315)
N (-1.558, -0.311, -2.429)
C (-0.900, 0.570, -1.733)
C (0.513, 0.585, -1.463)
C (1.331, -0.406, -1.996)
C (2.670, -0.429, -1.668)
C (3.231, 0.512, -0.807)
C (2.402, 1.515, -0.258)
C (1.059, 1.537, -0.609)
H (0.442, 2.312, -0.183)
O (2.776, 2.515, 0.579)
C (3.975, 2.443, 1.320)
H (4.052, 1.498, 1.864)
H (3.916, 3.265, 2.033)
H (4.855, 2.572, 0.687)
O (4.556, 0.516, -0.471)
C (5.398, -0.482, -0.995)
H (6.384, -0.272, -0.583)
H (5.447, -0.436, -2.087)
H (5.082, -1.483, -0.684)
H (3.293, -1.198, -2.096)
H (0.905, -1.145, -2.655)
O (-1.737, 1.475, -1.168)
H (-0.445, 1.003, 1.991)
H (2.840, -1.915, 1.675)
H (1.472, -3.027, 1.914)

- Lowest unoccupied orbital energy: 0.004 Eh
- SMILES: COc1ccc(OC)c(C(=O)CSc2nnc(-c3ccc(OC)c(OC)c3)o2)c1
- Charge: 0
- E_tot: -47162.4744 eV
- Gap between HOMO and LUMO: 8.161 eV
- Energy relative to the best compared isomer or geometry (same formula, charge and spin): 372.56 kJ/mol
- HOMO level: -8.044 eV
- Molecular weight: 416.5 g mol⁻¹

Atom charges from the Mulliken analysis, given in e for atoms 1 to 5: C -0.981; H 0.369; O -0.402; C 0.226; C -0.501